1.
53
Properties=species:S:1:pos:R:3:forces:R:3 method="wB97M-V/def2-TZVPD" relative_energy_kcal_mol=170.19 orbital_gap_ev=8.8182
O 4.185 -0.352 0.738 1.9 -2.7 -2.9
C 3.490 0.312 1.416 -0.4 0.4 1.8
C 2.079 0.535 1.127 -1.2 -0.1 0.1
C 2.051 1.930 0.489 0.0 1.4 1.7
C 0.740 2.268 -0.291 -0.2 -3.9 -0.9
S 0.104 3.932 0.070 0.0 0.5 -0.3
C -0.324 3.973 1.910 0.2 -3.4 -0.9
H 4.068 0.725 2.210 -0.4 1.4 1.6
H 1.461 0.749 2.004 0.1 -1.2 0.2
H 1.760 -0.381 0.554 -0.1 1.2 0.2
H 1.992 2.617 1.436 0.8 -0.9 -1.8
H 3.078 2.101 -0.020 -2.1 0.3 0.2
H 1.039 1.763 -1.283 -0.5 2.7 0.0
H -0.132 1.436 -0.334 1.6 1.6 1.7
H -0.043 4.873 2.381 0.0 1.4 0.0
H -1.366 3.627 2.062 0.6 0.6 -0.1
H 0.311 3.214 2.423 -0.4 0.3 -0.4
H 3.061 -0.052 -2.930 -0.2 -0.3 -0.7
H 2.877 -1.451 -3.337 -0.2 0.6 -0.3
O 2.612 -0.556 -3.645 1.5 -0.2 0.6
H -2.489 0.298 0.283 1.7 3.8 -0.1
H -3.378 -0.612 -0.234 -3.4 -1.3 -2.9
O -2.766 -0.550 0.423 1.6 -2.6 3.3
H 0.820 -3.620 0.712 -0.6 -0.2 0.4
H 2.230 -3.988 0.991 -1.6 -0.5 1.2
O 1.311 -4.100 1.399 2.1 0.8 -1.6
H -1.616 -1.630 -0.456 -0.4 0.8 0.9
H -0.279 -1.673 -1.260 0.0 0.6 -0.1
O -1.107 -2.119 -1.087 0.6 -1.7 -0.6
H -1.730 -1.462 -3.854 4.3 1.5 -1.0
H -2.414 -2.296 -2.737 1.6 -2.5 4.6
O -2.448 -1.823 -3.480 -5.9 1.0 -3.9
H 0.951 -1.092 4.079 -0.5 0.0 -0.1
H 2.206 -0.912 4.882 -0.2 0.2 0.1
O 1.377 -0.461 4.664 0.6 -0.2 0.0
H 4.152 -1.838 -0.709 -0.2 0.4 -1.7
H 3.555 -2.857 -1.598 -1.4 -3.0 -0.1
O 3.964 -2.046 -1.679 1.6 2.6 1.9
H -1.882 0.057 3.487 0.4 -0.1 0.1
H -2.320 -1.216 4.066 -2.0 -1.4 1.5
O -1.625 -0.870 3.580 1.8 1.5 -1.5
H 0.606 -1.024 -3.417 -0.6 -0.3 0.5
H 1.078 0.283 -3.085 -3.3 -2.3 1.7
O 0.260 -0.391 -2.759 3.0 2.7 -1.9
H -4.222 -1.239 -2.655 -0.6 0.0 1.5
H -3.669 -0.166 -1.878 -0.2 0.3 0.3
O -4.378 -0.824 -1.756 0.3 -0.6 -1.7
H -3.126 0.581 2.175 0.8 -3.2 -0.2
H -4.136 1.506 1.694 0.5 0.3 0.5
O -3.318 1.472 2.229 -1.4 3.0 -0.2
H -2.138 1.331 -2.951 1.4 0.0 -0.6
H -3.488 0.813 -3.359 -1.7 -1.4 -3.1
O -3.027 1.206 -2.689 0.6 1.9 3.3

---

2.
54
Properties=species:S:1:pos:R:3:forces:R:3 method="wB97M-V/def2-TZVPD" relative_energy_kcal_mol=82.45 orbital_gap_ev=7.7818 charge=-1
C 2.093 1.610 -1.413 -0.5 1.1 2.8
N 1.110 1.761 -2.478 1.5 0.0 -1.1
C 1.331 0.701 -3.484 -2.0 -1.0 0.9
C 0.093 -0.302 -3.590 2.2 0.8 -1.8
C 0.377 -1.650 -3.002 -0.6 -2.7 -0.1
O -0.041 -1.787 -1.682 -0.3 0.3 0.1
C 1.788 2.177 0.073 -0.4 -0.1 -1.9
N 0.548 1.843 0.728 -0.4 -0.2 0.5
H 3.005 2.245 -1.443 0.0 -0.6 -1.5
H 2.360 0.559 -1.325 0.2 -0.1 0.1
H 0.122 1.916 -2.303 0.5 -0.3 0.6
H 2.165 0.073 -3.177 0.1 0.1 0.1
H 1.541 0.921 -4.534 0.2 1.3 0.2
H 0.050 -0.320 -4.694 -0.6 -0.8 0.2
H -0.871 0.064 -3.272 -0.1 0.3 0.4
H -0.061 -2.443 -3.674 -0.9 0.5 0.3
H 1.383 -2.114 -3.133 0.5 1.4 0.3
H 2.678 1.913 0.652 -0.3 -0.3 0.2
H 1.890 3.274 -0.054 -0.3 -0.3 0.2
H 0.520 1.154 1.466 0.6 -0.1 0.0
H -0.306 1.732 0.188 0.4 0.1 -0.3
H 1.836 -2.544 1.958 -1.2 0.1 0.4
H 1.510 -2.910 3.544 -0.4 -0.2 -0.9
O 2.104 -2.536 2.891 1.4 0.3 1.1
H -0.116 4.378 1.940 0.1 -0.4 -0.3
H 0.155 3.925 0.463 -0.2 0.4 1.1
O 0.030 4.705 1.042 0.0 0.4 -0.6
H -2.642 -2.626 -1.536 -0.9 -0.3 -0.1
H -1.542 -1.764 -1.190 0.2 0.4 -0.1
O -2.545 -1.841 -0.995 0.6 -0.3 -0.2
H -2.737 -1.041 2.074 -0.1 -0.5 -0.1
H -3.011 -0.863 0.483 0.4 -0.7 1.0
O -2.742 -0.441 1.334 -0.1 0.8 -0.5
H -1.938 -3.555 1.099 0.0 0.0 0.3
H -1.220 -3.809 -0.141 0.4 -0.3 0.1
O -1.390 -4.244 0.710 -0.2 0.3 -0.4
H -2.580 0.706 -0.744 1.3 -0.2 -0.3
H -1.091 0.135 -0.972 -0.5 -0.1 -0.1
O -1.631 0.939 -0.860 -0.8 0.4 -0.2
H -1.813 3.382 2.802 0.5 -0.8 0.2
H -0.724 2.375 3.449 -0.4 -0.6 -0.6
O -1.065 3.263 3.408 -0.2 1.4 0.5
H 4.534 -2.334 -0.366 -0.3 -0.2 0.1
H 3.160 -2.720 0.201 -0.1 0.1 -0.1
O 3.991 -3.094 -0.119 0.2 0.1 -0.1
H -4.229 2.117 -0.007 -0.2 -0.4 0.5
H -3.743 1.001 0.966 -0.3 0.0 0.1
O -4.546 1.406 0.579 0.4 0.6 -0.5
H 0.721 -2.024 -0.332 0.0 0.4 0.3
H 0.853 -0.778 0.508 0.1 0.0 0.3
O 0.982 -1.728 0.607 0.3 -0.5 -0.6
H 1.558 -0.414 3.937 0.1 -0.2 -0.3
H 1.148 1.066 3.923 0.4 0.5 0.3
O 0.932 0.215 3.561 -0.5 -0.2 -0.2

---

3.
53
Properties=species:S:1:pos:R:3:forces:R:3 method="wB97M-V/def2-TZVPD" relative_energy_kcal_mol=0.00 orbital_gap_ev=8.9795 smiles=CN[C@@H](C)CNCN.O.O.O.O.O.O.O.O.O.O
C -0.440 -3.106 0.080 0.1 -0.2 0.0
N 0.745 -2.619 -0.612 -0.4 0.2 -0.2
C 1.281 -1.371 -0.081 0.5 0.0 0.2
C 1.706 -1.447 1.383 0.1 0.1 0.2
C 2.487 -0.921 -0.925 -0.1 -0.1 0.1
N 2.321 -0.873 -2.370 0.0 -0.1 0.1
C 1.222 -0.058 -2.831 -0.1 -0.4 -0.3
N -0.070 -0.779 -2.963 0.0 0.3 0.0
H -0.248 -3.459 1.102 0.0 0.0 0.0
H -0.867 -3.925 -0.499 -0.1 -0.1 0.1
H -1.200 -2.327 0.149 0.1 0.1 -0.1
H 1.460 -3.336 -0.620 0.1 0.0 0.1
H 0.491 -0.612 -0.160 -0.1 0.0 -0.1
H 2.280 -0.564 1.669 -0.1 -0.1 -0.1
H 0.848 -1.500 2.052 -0.1 0.0 0.0
H 2.334 -2.320 1.577 0.0 -0.1 -0.2
H 3.326 -1.590 -0.710 0.0 0.0 0.0
H 2.793 0.067 -0.577 0.0 0.0 0.0
H 2.234 -1.812 -2.745 0.1 0.1 0.0
H 1.469 0.348 -3.814 -0.1 0.2 0.1
H 1.080 0.762 -2.133 0.1 0.2 0.0
H -0.168 -1.156 -3.895 0.1 0.0 -0.1
H -0.051 -1.576 -2.328 0.0 -0.1 0.1
O 2.881 1.480 1.672 -0.2 0.1 0.0
H 3.638 1.963 2.010 0.1 0.1 0.0
H 2.610 1.947 0.849 0.4 0.0 0.0
O -0.575 3.214 0.410 -0.1 -0.1 0.1
H -0.164 3.198 1.319 -0.3 -0.2 -0.2
H -1.202 2.463 0.384 0.4 0.3 0.2
O -2.611 1.141 0.239 -0.4 0.2 -0.1
H -3.347 1.780 0.223 0.4 -0.3 0.0
H -2.504 0.810 -0.702 -0.1 0.2 0.0
O 2.148 2.988 -0.462 -0.4 0.0 -0.1
H 1.247 3.147 -0.112 0.2 0.0 -0.2
H 1.988 2.900 -1.415 0.1 0.0 0.2
O -1.505 0.756 2.882 -0.2 -0.6 0.0
H -1.630 -0.175 3.182 0.2 0.5 0.0
H -1.859 0.764 1.980 0.1 0.1 0.2
O 0.559 2.645 2.805 0.1 -0.2 -0.1
H -0.096 1.938 2.998 0.4 0.1 0.0
H 1.397 2.201 2.546 -0.5 0.0 0.2
O -0.173 3.154 -2.464 0.0 0.1 0.5
H -0.705 2.382 -2.678 -0.1 0.0 -0.1
H -0.391 3.351 -1.530 0.1 0.0 -0.4
O -2.457 0.291 -2.215 -0.2 0.0 0.0
H -2.934 -0.545 -2.287 -0.1 0.1 0.0
H -1.551 0.060 -2.559 0.2 -0.3 0.0
O -3.636 -1.378 1.040 0.2 0.2 -0.1
H -3.296 -0.492 0.785 -0.2 -0.2 0.1
H -4.537 -1.234 1.341 -0.1 0.0 0.0
O -2.107 -1.983 3.343 -0.1 -0.3 -0.5
H -1.495 -2.694 3.089 -0.3 0.4 0.1
H -2.725 -1.898 2.578 0.4 -0.1 0.3

---

4.
56
Properties=species:S:1:pos:R:3:forces:R:3 method="wB97M-V/def2-TZVPD" relative_energy_kcal_mol=114.81 orbital_gap_ev=9.2891
C 1.502 -3.752 -1.519 1.2 1.9 -0.3
N 1.087 -2.517 -1.098 -0.7 -0.6 0.6
C -0.282 -2.244 -0.801 -1.1 4.5 -0.3
C 3.117 -1.362 -1.767 1.6 1.4 -1.6
C 2.054 -1.490 -0.690 -0.6 -1.8 -1.8
C 2.815 -1.846 0.592 -0.3 4.1 0.5
O 3.345 -0.887 1.163 -0.3 -1.9 -0.4
O 2.708 -3.940 -1.511 -0.4 -1.6 -0.1
H 0.758 -4.418 -2.007 0.1 0.2 0.6
H -0.431 -1.336 -0.036 0.9 -1.8 -1.7
H -0.890 -1.895 -1.689 0.6 -0.7 0.7
H -0.703 -2.998 -0.257 -1.4 -2.3 0.9
H 2.855 -1.403 -2.870 -0.6 -0.4 1.5
H 3.489 -0.323 -1.713 0.4 -0.4 0.3
H 3.941 -2.087 -1.643 -0.4 0.7 0.0
H 1.404 -0.584 -0.704 1.0 -0.4 0.8
H 2.865 -2.818 1.036 -0.1 -1.0 -0.1
H -2.961 0.417 3.928 0.0 1.2 -0.9
H -3.602 0.858 2.565 1.2 0.7 1.3
O -2.988 1.193 3.305 -1.5 -1.9 -0.6
H 0.362 0.977 -4.633 -0.4 -0.4 -0.5
H 0.440 1.182 -3.180 -1.5 -1.8 -1.0
O -0.122 0.622 -3.876 1.5 1.8 1.2
H -0.173 1.340 3.469 -0.2 -1.6 -0.3
H 0.968 0.680 4.116 0.7 -0.5 0.5
O 0.162 0.421 3.675 -0.2 1.5 0.2
H -1.975 -1.474 1.746 -0.3 0.0 0.1
H -2.714 -1.629 0.472 -0.3 -0.2 -1.0
O -2.781 -1.165 1.295 0.6 0.2 1.0
H -1.718 1.356 2.016 -2.9 -1.7 1.0
H -0.311 0.992 1.311 -0.5 -0.9 0.1
O -0.910 1.627 1.691 3.5 3.0 -1.7
H -0.192 -1.919 3.000 0.3 0.7 0.6
H -0.562 -3.282 2.549 -0.3 -2.1 0.6
O -0.457 -2.417 2.234 0.2 1.5 -0.9
H 3.887 0.642 0.195 0.2 1.4 0.1
H 3.450 1.921 0.914 0.6 -0.2 -1.1
O 3.989 1.636 0.145 -0.5 -1.1 0.4
H 2.134 3.906 -1.028 1.7 -0.2 0.4
H 0.909 3.786 -0.102 1.0 1.2 -2.1
O 1.261 4.238 -0.943 -2.2 -0.2 1.8
H -3.401 1.317 -0.599 -0.1 0.7 -0.1
H -3.960 2.562 0.287 0.3 0.0 -0.7
O -3.845 1.613 0.210 -0.3 -0.7 0.8
H 1.864 1.631 -1.449 0.9 -0.5 1.0
H 1.305 2.869 -2.114 -0.5 -0.2 0.0
O 1.331 1.897 -2.179 -0.2 0.6 -0.7
H 2.097 2.216 2.200 -0.5 0.0 0.9
H 0.741 2.687 1.432 1.5 -0.8 0.9
O 1.717 2.463 1.366 -1.6 0.8 -1.1
H -3.397 0.694 -3.402 -1.4 -1.9 -3.6
H -2.165 1.373 -2.856 1.2 0.1 -0.7
O -3.042 1.083 -2.679 0.4 1.7 4.4
H -5.098 -0.136 -0.297 0.4 2.5 0.3
H -4.769 -1.247 0.811 -0.2 1.1 -0.8
O -5.109 -1.029 -0.079 -0.4 -3.6 0.5

---

5.
55
Properties=species:S:1:pos:R:3:forces:R:3 method="wB97M-V/def2-TZVPD" relative_energy_kcal_mol=176.75 orbital_gap_ev=8.7912
C -1.762 -1.754 0.289 -0.5 2.7 -3.2
C -1.414 -0.288 0.799 1.1 -3.3 0.8
C -0.983 -0.120 2.071 -1.8 -0.2 -0.8
C -0.802 1.248 2.447 2.3 1.5 -0.9
C 0.087 1.877 1.668 0.7 -2.2 0.9
H -2.668 -2.086 0.727 -1.0 -0.2 0.6
H -1.061 -2.575 0.401 0.4 0.7 0.2
H -2.027 -1.613 -0.868 0.7 -0.7 2.4
H -1.435 0.565 0.096 -0.1 -1.0 0.4
H -1.016 -0.861 2.860 0.1 -0.4 -0.7
H -1.407 1.789 3.148 -0.2 0.0 0.5
H 0.322 2.882 1.658 0.2 2.0 0.3
H 0.749 1.246 1.053 -0.5 0.4 0.2
H 3.403 -2.788 1.102 0.2 0.0 -1.9
H 3.106 -2.706 -0.513 -0.3 -0.3 0.6
O 3.707 -2.444 0.193 0.3 -0.3 1.9
H -2.058 2.144 0.158 0.0 -0.2 -0.2
H -1.098 3.294 -0.029 -1.5 -0.5 1.1
O -1.907 3.017 0.523 0.8 1.5 -1.8
H -0.288 -3.994 -0.056 2.7 -0.6 -0.3
H 1.142 -3.326 -0.352 -0.9 -1.4 0.0
O 0.713 -4.196 -0.104 -1.9 1.2 0.6
H 0.640 3.400 -1.727 -0.3 -0.3 0.2
H 1.076 2.214 -0.842 -0.9 0.5 -1.1
O 0.241 2.633 -1.282 1.0 0.6 0.5
H -0.700 1.635 -2.171 -0.5 1.2 0.9
H -2.126 0.935 -2.659 -3.9 0.6 0.7
O -1.229 0.992 -2.632 3.9 -1.8 -1.5
H -3.543 -1.082 3.679 0.4 0.2 0.3
H -2.062 -1.208 4.377 -2.4 -0.8 -1.0
O -2.853 -1.697 3.959 1.7 0.5 1.0
H -3.928 1.360 -0.574 -0.2 -0.6 -0.7
H -4.058 2.363 -1.661 0.0 -0.7 -0.3
O -3.977 1.391 -1.559 0.1 1.2 1.2
H -3.311 0.791 2.453 0.6 -0.1 0.4
H -3.140 2.067 1.565 0.5 0.6 0.6
O -3.648 1.277 1.718 -1.9 -0.1 -1.0
H 2.327 -2.801 3.323 0.1 0.3 0.4
H 1.607 -3.672 2.367 -3.5 -1.5 -1.1
O 2.433 -3.358 2.557 3.5 1.2 0.7
H 0.746 -0.876 -4.281 0.7 -5.2 -11.7
H 0.005 0.007 -3.377 -6.2 4.5 0.9
O 0.655 -0.530 -3.552 5.7 0.6 10.6
H 2.563 -2.221 -2.203 -2.6 0.2 1.2
H 1.324 -1.353 -1.544 1.1 -2.2 -0.8
O 1.696 -2.304 -1.652 1.6 2.3 -1.1
H 2.919 -0.953 0.771 1.0 1.7 -0.1
H 4.141 0.071 0.789 -1.9 -0.6 0.4
O 3.144 0.028 0.914 1.4 -0.8 0.1
H 3.137 1.852 -1.725 -1.1 0.1 1.2
H 2.951 1.296 -0.218 0.5 -1.2 1.0
O 2.560 1.802 -0.913 0.6 1.1 -2.1
H 2.745 1.456 -3.875 -0.9 2.4 0.4
H 1.691 2.725 -3.637 2.3 -1.3 -0.2
O 2.673 2.450 -3.655 -1.4 -1.3 -0.4